No. 1
91
Properties=species:S:1:pos:R:3:forces:R:3 method="wB97M-V/def2-TZVPD" de_lowest_ev=2.300 total_energy_ha=-4325.7094 homo_ev=-1.82 charge=-1
Hg 0.6431 -0.7004 -0.5447 -0.3 -4.5 -2.3
S -2.0879 -0.1216 2.4858 -0.3 -1.6 -2.1
S -0.9143 2.6243 -1.1451 0.7 1.5 0.7
S 3.3745 1.9851 -1.0805 0.2 1.1 -1.5
S 2.2572 -0.4039 2.5538 1.6 0.2 0.7
S -2.9772 -1.6875 -1.6032 2.3 -0.9 -0.9
O 1.6397 -1.1871 3.6108 0.3 0.8 -1.3
O 1.5985 0.0348 1.3497 0.7 0.1 2.4
O -1.8926 -0.7847 -1.3057 -2.1 0.3 -0.1
O -1.1976 -0.4295 1.3680 -2.2 0.8 2.6
O -4.3489 -1.1674 -0.9102 0.9 0.3 0.1
O -0.6132 3.2309 -2.4170 -0.7 -0.8 0.8
O 3.5961 -1.1266 2.0588 -2.2 0.8 -1.0
O 0.7954 -1.4939 -2.7740 -0.5 0.3 -0.6
O 1.1560 -4.6668 -0.1111 1.9 -1.6 4.2
O 0.0394 -2.8826 -0.0576 -4.2 2.1 4.4
O -1.9952 1.1720 3.1403 0.1 -1.1 0.2
O 2.9032 3.1569 -0.3461 1.2 -1.7 -0.2
O 2.6889 0.7246 -0.9901 1.1 1.2 0.0
O -3.6335 -0.2508 1.9155 1.6 0.3 -0.2
O -0.2260 1.4373 -0.6871 -0.9 1.9 -0.5
O -0.6098 3.8650 -0.0839 0.0 -1.2 -1.4
O 5.0079 1.7419 -0.8616 -2.1 0.3 0.7
O -2.7302 -3.0775 -1.3250 -1.4 0.9 -0.2
O 2.0095 -2.6679 -0.3998 6.2 1.7 2.8
C -5.3656 -2.9397 0.5843 1.1 0.3 -0.5
C -5.3863 -2.1012 -0.7233 -1.5 -1.0 0.9
C -2.6852 2.5541 -0.7730 0.8 -0.1 -1.4
C 0.8877 0.4986 -4.0532 0.7 0.0 -0.9
C 5.3131 -2.6784 2.0346 0.9 0.0 -1.2
C 3.4593 2.5495 -2.8061 0.4 0.3 -0.1
C -2.1740 -1.5873 3.6144 1.3 2.2 0.7
C 6.6607 0.2355 -0.0068 0.1 1.3 0.7
C -3.4607 -1.4720 -3.3512 1.3 0.7 1.0
C -5.7575 0.7230 1.6452 0.0 -0.6 0.9
C 2.9119 1.1283 3.3600 -1.6 -1.3 -0.7
C -0.3403 3.4647 1.2356 0.5 0.0 2.0
C 4.5133 -1.7526 2.9175 1.0 0.1 0.6
C 1.2227 -3.4419 0.2730 -3.6 -0.7 -10.8
C -0.9387 4.4670 2.2190 -0.4 0.5 0.5
C 0.1200 -1.7245 -5.1383 1.3 -0.1 -0.4
C 5.4407 0.3788 -0.9427 2.1 -0.9 0.6
C -4.6828 0.3532 2.6780 0.2 -0.4 0.4
C 0.2023 -0.8792 -3.8557 0.2 1.2 1.6
H 7.3032 1.1210 -0.0229 0.0 0.1 -0.8
H -5.5601 -2.7644 -1.5721 0.5 0.1 -0.2
H 5.8290 -2.0750 1.2832 -0.5 0.3 -0.2
H -0.8555 4.1319 3.2547 -0.1 -0.5 -0.1
H 0.7297 3.3307 1.4147 0.2 0.4 -0.4
H -0.4605 -1.3018 -5.9628 -0.4 0.2 0.3
H -6.2996 -1.5126 -0.6221 0.1 0.3 -0.4
H -6.1805 -0.1868 1.2194 0.3 -0.1 -0.1
H 4.7008 -3.3754 1.4629 -0.2 0.0 0.3
H 3.4995 0.8052 4.2153 0.2 0.3 -0.1
H 1.0917 1.1152 -3.1768 -0.8 -0.6 0.6
H 1.9175 0.3147 -4.3795 0.0 -0.1 -0.7
H -5.3010 1.2773 0.8275 -0.2 0.3 0.2
H -0.1624 -2.7646 -4.9710 -0.4 0.1 0.4
H 2.8706 3.4624 -2.8767 -0.5 -0.4 0.0
H -2.7565 2.1417 0.2307 -0.3 0.0 -0.1
H 4.0206 -2.2254 3.7681 -0.1 -0.1 -0.1
H 3.1981 1.7864 -3.5358 -0.5 -0.1 0.4
H -3.1739 1.9768 -1.5573 0.1 -0.5 0.3
H -4.5433 -1.5560 -3.3521 0.2 -0.5 -0.8
H 5.8521 0.1839 -1.9341 -0.6 0.0 -0.3
H 3.3439 1.7985 2.6204 0.4 -0.3 0.1
H 6.3895 0.2986 1.0498 -0.4 -0.7 0.0
H -2.8660 -1.3563 4.4246 -0.7 -0.2 -0.5
H 4.4629 2.8647 -3.0936 0.2 -0.1 0.6
H -4.2435 1.1182 3.3215 -0.3 0.8 -0.7
H -4.3650 -2.9309 1.0179 0.0 0.3 0.1
H -0.5349 5.4787 2.2999 0.6 -0.1 -0.8
H -0.7042 2.4643 1.4787 -0.5 0.1 -0.3
H 4.6955 -0.3619 -0.6559 -0.3 0.3 -0.3
H 7.3328 -0.5985 -0.2008 -0.5 -0.3 -0.1
H -2.2505 -2.5305 3.0821 -0.1 0.3 -0.2
H -5.5358 -3.9971 0.3857 -0.4 0.1 0.0
H -6.6292 1.1966 2.0977 0.3 0.5 0.0
H -1.9969 4.6551 2.0253 -0.1 -0.4 -0.1
H -4.9545 -0.3749 3.4493 -0.8 -0.3 -0.4
H 0.3391 1.1666 -4.7257 0.2 0.0 -0.4
H -6.0837 -2.5010 1.2748 0.0 -0.4 0.2
H 1.1153 -1.8281 -5.5840 0.3 0.1 0.2
H -3.0290 3.5748 -0.9309 0.1 0.1 0.5
H -2.7464 -2.0678 -3.9203 -0.8 -1.0 0.0
H -3.1088 -0.5015 -3.7067 -0.5 0.5 0.6
H 6.2063 -3.1769 2.4158 -0.5 -0.2 1.0
H 5.1352 -0.9146 3.2501 0.3 -0.3 0.5
H -1.2363 -1.4771 4.1649 0.4 -0.6 -0.4
H 1.9497 1.5482 3.6568 0.2 0.3 0.4
H -0.8285 -0.5328 -3.6616 -0.7 -0.3 0.3

No. 2
124
Properties=species:S:1:pos:R:3:forces:R:3 method="wB97M-V/def2-TZVPD" total_energy_ha=-2297.9176 homo_ev=-4.02 charge=-1
F 1.4124 0.0452 -1.3337 -0.5 2.6 -0.7
O -7.4066 3.1326 -2.3513 -0.4 0.2 0.2
O -2.6775 -0.2663 4.1013 0.1 -0.2 0.5
O -6.5593 0.4229 1.9217 -0.6 0.0 0.3
O 3.6065 0.3622 0.6808 -1.5 -0.3 3.2
O -2.1958 0.3862 -1.6403 -5.6 3.7 5.3
O 5.9135 -4.4657 -5.8132 0.1 0.2 -0.1
O 2.9788 1.6944 2.8326 -1.1 -2.4 -0.8
O 6.4778 0.0788 -2.6527 0.6 0.0 -0.1
O 4.2793 -4.0918 0.5071 0.2 -0.6 -0.1
N -2.9421 2.4573 -0.5588 -2.4 -1.3 0.5
C -3.0808 0.9684 -0.7841 4.2 -3.1 -4.1
C 3.5149 -0.8892 1.4483 0.8 -1.7 -0.4
C 2.1910 2.5542 -1.1176 0.9 -1.3 -0.8
C 6.1265 0.2076 -1.2680 -0.7 0.2 0.2
C -4.3163 3.0899 -0.8638 -0.4 0.9 0.2
C 4.3450 -6.4504 0.3098 -0.4 -0.5 0.2
C 4.4033 -4.4278 -0.8818 -0.3 0.4 -0.1
C -7.7945 4.5134 -2.3532 0.5 0.0 -0.1
C -2.4541 0.5121 5.2851 0.0 0.3 -0.4
C 6.2842 -3.6334 -6.9209 0.0 -0.4 -0.1
C 7.8766 0.3614 -2.7962 -0.2 -0.2 -0.3
C 0.4776 2.7987 1.0542 -1.0 0.4 0.8
C 6.3750 -2.2175 -6.3952 -0.3 0.4 -0.3
C -8.2251 2.4306 -1.4057 0.2 -0.4 -0.3
C -2.0145 -1.5289 4.2542 -0.2 -0.1 -0.4
C 4.9222 -5.8476 -0.9449 0.5 -0.1 -0.4
C 4.4177 -5.2918 1.2804 0.1 0.4 0.2
C -2.6898 2.8175 0.8877 -0.3 0.1 1.6
C 1.2395 1.4296 -1.8315 1.0 2.1 -2.1
C -4.2219 -0.0192 -0.1441 0.6 -0.6 0.2
C -8.4690 0.0677 3.2750 -0.4 -0.5 0.1
C 1.7036 1.3889 -3.4379 0.3 -1.5 1.2
C 6.7935 -2.4384 -4.9645 0.4 0.2 0.5
C -9.0946 4.6048 -1.5847 -0.5 0.3 -0.3
C 7.4229 0.3000 -0.4930 0.0 -0.4 0.5
C -1.1158 -1.4089 5.4656 0.6 -0.2 -0.1
C -0.3403 1.3951 1.2383 -1.6 0.1 0.3
C -7.4242 0.7769 4.0972 0.0 0.5 0.4
C 6.0416 -3.7016 -4.6062 -0.3 -0.1 0.2
C -8.9548 3.4783 -0.5936 0.0 -0.1 0.6
C -7.9890 0.3245 1.8633 0.2 0.2 -0.4
C 2.0994 -1.7177 1.2340 0.0 -0.2 -0.9
C -1.9015 1.6825 1.7662 1.2 0.8 0.7
C 8.3386 0.9651 -1.4880 0.3 0.5 -0.1
C -6.1652 0.5229 3.2972 0.5 -0.2 0.0
C -1.8688 -0.4228 6.3207 -0.3 0.0 0.6
B 2.0263 2.6590 0.5271 0.1 -0.1 -0.9
B 2.9115 1.4833 1.3430 0.3 -0.3 0.5
H 0.5300 3.3785 2.0959 -0.4 -1.3 -1.9
H 5.5465 -3.7366 -7.7220 0.0 -0.1 0.1
H -8.9257 1.8055 -1.9694 -0.1 -0.1 0.1
H 7.7932 -0.7060 -0.2631 0.0 0.1 0.0
H -0.1488 -0.9832 5.1727 -0.1 -0.1 0.0
H 2.1038 3.6026 -1.6659 -0.3 -2.2 0.8
H 1.8339 2.4542 -3.9039 -0.5 -2.1 1.0
H -7.8897 4.8683 -3.3831 0.1 -0.1 0.1
H 6.5584 -1.6004 -4.3034 0.0 -0.1 0.0
H 2.7630 0.8393 -3.4300 -2.2 1.3 -0.1
H 5.0694 -3.7149 -1.3756 -0.1 0.0 0.1
H -2.4797 0.6773 1.9236 0.9 2.1 -0.5
H -1.4592 -1.7660 3.3421 -0.1 0.1 0.0
H 3.6327 -5.3323 2.0410 0.1 0.1 -0.1
H -0.0623 3.5569 0.3156 0.7 -1.7 1.4
H -7.3554 0.4166 5.1268 0.0 0.0 -0.1
H 5.0322 -3.4737 -4.2466 0.1 0.0 0.1
H 7.3202 0.8496 0.4461 -0.1 -0.1 -0.1
H 6.0172 -5.8483 -0.8872 -0.1 0.0 -0.1
H -8.3738 1.2761 1.4806 -0.1 0.0 0.0
H 5.5315 1.1204 -1.1577 0.0 -0.2 0.1
H -5.6986 -0.4264 3.5809 0.1 0.1 0.1
H -3.7606 -1.1186 -0.1654 -0.9 2.5 -0.2
H -4.5860 3.0747 -2.0023 0.6 -0.1 2.2
H 3.7381 -0.7906 2.5925 -0.5 0.3 -2.1
H -1.7582 2.1469 2.8567 -0.5 -0.9 -2.3
H 4.6272 -6.3690 -1.8590 0.0 0.1 0.1
H 5.3899 -5.2551 1.7833 0.0 -0.1 0.1
H 5.3864 -1.7443 -6.4235 0.1 0.0 0.0
H -3.7445 3.0165 1.4089 2.0 -0.5 -0.8
H 3.4089 -4.3485 -1.3345 0.1 0.0 -0.1
H 6.5569 -4.2957 -3.8464 -0.1 -0.1 -0.1
H -4.2543 4.2172 -0.4760 -0.1 -2.4 -1.1
H -8.2759 -0.4716 1.1709 0.1 0.1 0.0
H -4.4765 0.1956 0.9912 0.4 -0.1 -2.7
H -1.7506 1.3124 5.0306 0.0 0.0 0.1
H 0.1250 1.8052 -1.7728 2.0 -1.4 0.2
H 3.3179 2.2068 -1.3028 -2.2 0.7 0.0
H 1.1500 -1.0192 1.1580 2.1 -1.3 0.3
H -7.6396 1.8516 4.1236 0.0 -0.1 0.0
H -8.3304 3.8003 0.2481 -0.1 -0.1 0.0
H 2.5691 3.6855 0.8287 0.4 0.7 0.3
H -5.1851 2.5984 -0.2179 1.7 0.8 -1.3
H -9.2475 5.5823 -1.1203 0.0 -0.1 -0.1
H -0.4570 0.7459 0.2723 0.6 1.4 1.6
H -2.6746 -0.9369 6.8581 0.1 0.1 0.0
H 8.3894 -0.5852 -2.9990 0.2 0.0 0.0
H -5.4274 1.3223 3.4116 0.0 -0.1 -0.1
H 8.0322 1.0316 -3.6461 -0.1 -0.1 0.0
H -2.1421 3.8706 0.8963 -0.9 -2.4 0.0
H -9.9082 3.1219 -0.1954 0.1 0.0 0.0
H 2.3103 1.0860 3.2852 1.4 1.2 -0.9
H -9.9396 4.4069 -2.2548 0.1 0.1 0.1
H -7.5987 1.7817 -0.7867 0.1 0.1 -0.1
H 4.8825 -7.3351 0.6603 -0.1 0.1 0.0
H -1.2422 0.0916 7.0538 -0.1 0.0 -0.1
H 0.9522 0.6890 -3.9990 1.4 1.5 0.7
H -7.0007 5.0840 -1.8589 0.0 0.1 0.0
H 8.1596 2.0469 -1.4917 0.1 -0.1 0.0
H -8.4428 -1.0074 3.4889 0.0 0.1 0.0
H 3.2986 -6.7299 0.1394 0.1 0.0 0.0
H 5.5153 -0.6465 -0.9623 0.0 0.2 -0.1
H 9.3999 0.7943 -1.2910 -0.1 0.0 -0.1
H -3.3943 0.9649 5.6117 0.0 0.0 -0.1
H 7.2537 -3.9828 -7.2917 0.0 0.0 -0.1
H 7.8737 -2.6204 -4.9176 -0.1 0.0 0.0
H -5.1817 -0.0384 -0.8325 1.9 0.3 1.5
H 2.1672 -2.2770 0.1817 -0.2 1.2 2.4
H 4.3654 -1.6048 1.0129 -1.8 1.5 1.0
H -0.9324 -2.3676 5.9574 0.0 0.1 -0.1
H 0.1137 0.6686 2.0691 -0.7 1.7 -1.7
H -2.7835 -2.2942 4.4039 0.0 -0.1 0.0
H -9.4859 0.4272 3.4515 0.1 0.0 -0.1
H 7.0688 -1.5944 -6.9652 -0.1 -0.1 0.0
H 1.9519 -2.5440 2.0829 0.4 1.8 -1.8